21
Properties=species:S:1:pos:R:3:forces:R:3:mulliken_charge:R:1 method="wB97M-V/def2-TZVPD" charge=+3 homo_ev=-19.978 orbital_gap_ev=5.3 multiplicity=1 e_tot_ev=-22614.187
Y 1.40341 -0.81644 -1.36380 0.3 1.0 1.2 1.421
O 4.66521 -1.73044 -3.21960 -4.3 0.8 1.7 0.061
O 1.12159 -3.75119 0.32773 -0.3 3.9 -3.2 0.094
O 0.56363 1.70591 -3.49883 0.3 -3.8 2.5 0.113
O -1.71700 -2.24756 -2.96292 3.2 1.5 1.7 0.028
N -1.93202 4.39085 1.32840 0.5 -1.5 0.0 -0.233
N -0.08663 0.02180 0.34101 0.8 -0.1 -0.8 -0.009
C -0.86167 -0.15207 2.60711 0.1 -0.7 0.1 -0.975
C -1.10986 1.91070 1.40810 -0.1 0.7 -0.6 0.118
C -0.50960 1.32182 0.29289 0.0 -0.3 0.3 0.106
C 3.62927 -1.52408 -2.77095 4.3 -0.7 -1.7 0.135
C 0.69374 0.77117 -2.84835 -1.2 5.9 -4.6 0.167
C -1.28361 1.16236 2.57547 -0.3 0.3 0.4 -0.067
C -0.27602 -0.69592 1.48071 0.1 0.0 0.1 0.310
C -0.78392 -1.80959 -2.47332 -3.1 -1.6 -1.8 0.315
C 1.07585 -2.83045 -0.36190 0.1 -6.9 4.4 0.187
C -1.55925 3.29145 1.35000 -0.3 0.8 0.0 -0.343
H -0.98024 -0.77691 3.49324 0.0 0.2 -0.2 0.454
H -0.35745 1.88178 -0.64664 -0.2 -0.2 0.7 0.372
H -1.75803 1.61842 3.45197 0.2 -0.1 -0.3 0.547
H 0.06259 -1.74160 1.48968 -0.3 0.6 0.1 0.200

---

83
Properties=species:S:1:pos:R:3:forces:R:3:mulliken_charge:R:1 method="wB97M-V/def2-TZVPD" homo_ev=-9.652 orbital_gap_ev=8.7 multiplicity=1 e_above_lowest_ev=2.940 e_tot_ev=-54207.349
O -2.26457 30.18938 9.25338 -1.3 0.3 -0.5 -0.582
O -2.25168 30.91449 15.38326 -0.5 -0.8 -0.8 0.230
O 1.51965 30.17725 12.20750 0.5 0.5 0.1 -0.655
O -1.40997 31.77014 12.36296 -0.3 -0.3 -0.2 -0.533
O 0.35337 31.35987 18.18971 -0.2 -0.3 0.4 -0.643
O -2.39876 34.37316 17.82829 0.9 1.2 0.1 -0.458
O -5.85581 27.69081 17.12670 0.0 0.2 -0.1 -0.649
O -0.85251 23.92760 11.99480 0.6 0.5 -0.2 -0.544
O 0.26565 31.98167 14.77647 0.7 0.1 0.2 -0.607
O 2.91859 25.88514 14.80265 -0.3 -0.2 0.2 -0.580
O -2.31700 34.86823 21.44723 0.1 -0.4 -0.9 -0.519
O -1.69413 27.83928 18.30889 -0.1 -0.3 0.0 -0.591
O -4.35032 33.11094 14.16003 0.2 0.2 -0.1 -0.568
O -0.94462 29.11916 13.61987 0.8 -1.2 0.5 -0.093
O -4.08734 31.05030 11.31173 -0.9 1.7 0.1 -0.543
O 0.36269 26.50210 16.00713 -0.4 -0.8 -0.3 -0.375
O -4.75212 27.14634 14.57456 0.5 -0.2 -0.4 -0.559
O -0.61138 28.79631 10.75198 0.4 -0.7 0.0 -0.682
O -5.17868 30.04371 13.97946 -0.4 0.0 0.5 -0.700
O -1.74346 23.04671 14.68548 0.2 -1.2 0.0 -0.617
O -3.18127 31.90551 17.54169 -0.3 -0.4 0.5 -0.696
C -1.76182 24.34079 14.18479 0.7 1.3 -0.6 0.192
C -2.88290 34.78512 20.13410 1.2 -0.4 -0.4 -0.037
C -2.02244 28.64127 14.42035 -0.7 2.3 -0.5 0.260
C -4.12531 29.77023 10.83254 0.4 -1.3 -1.4 0.077
C -1.93763 24.46842 12.68609 -2.2 -0.9 0.7 -0.322
C -2.26548 29.51665 15.66658 1.9 -0.9 -0.8 -0.124
C 2.30769 27.13608 14.69736 0.8 1.6 -0.7 -0.594
C 1.37067 27.44882 15.82384 0.3 1.4 0.5 0.130
C -3.61623 29.64594 9.33806 0.8 0.0 2.3 -0.716
C -1.75434 34.75293 19.03346 -0.5 1.2 1.2 -0.417
H -5.39764 28.11339 17.85315 0.2 0.1 0.2 0.286
H -2.84220 23.94410 12.37795 -0.3 -0.5 0.0 0.335
H -6.13016 26.84315 17.47660 -0.1 -0.3 0.0 0.315
H 0.85818 30.04942 12.88746 0.1 -0.1 0.3 0.281
H -2.50297 33.41903 17.80917 0.0 0.1 0.0 0.342
H -5.12978 29.34782 10.85915 -0.3 0.3 0.0 0.419
H -1.18200 23.08232 15.46336 0.0 -0.3 0.0 0.342
H -0.79625 32.24330 11.80109 0.5 -0.1 -0.2 0.251
H -3.14712 29.11515 16.16618 -0.3 0.4 0.2 0.805
H 0.08481 32.83576 14.38399 0.2 0.2 0.0 0.264
H 0.80695 31.20857 17.36049 0.2 0.1 -0.4 0.326
H -2.24015 25.49517 12.48023 0.9 0.5 -0.1 0.135
H -1.83102 27.62356 14.76057 0.0 0.0 -0.4 0.005
H -2.40067 31.01334 8.77992 0.5 0.1 0.0 0.280
H -5.01410 33.55783 14.68533 -0.2 0.2 0.0 0.281
H -1.28030 35.73436 19.04712 -0.8 0.7 -1.1 0.317
H -1.01264 29.42538 10.15240 -0.1 0.2 -0.3 0.446
H -0.97036 30.04891 13.38218 -0.8 0.6 0.3 0.123
H -3.27796 31.55031 18.42527 0.1 -0.2 0.4 0.250
H -3.16757 31.32475 11.29442 0.4 0.2 0.3 0.370
H -3.60225 35.57635 19.92296 0.3 0.4 0.0 0.268
H -0.58718 31.67252 15.08196 -0.6 -0.4 0.1 0.223
H 2.13215 25.34189 14.89205 0.2 -0.9 0.1 0.372
H 0.96405 28.45373 15.71027 -0.3 0.2 -0.7 -0.094
H 3.04516 27.93795 14.73259 0.6 -0.1 0.5 0.432
H -4.07632 31.96512 17.20771 -0.5 0.2 -0.2 0.276
H -3.43161 33.88686 19.85099 -0.3 -0.6 1.0 0.068
H -1.73023 32.43016 12.97781 -0.4 0.1 0.3 0.195
H -0.89851 29.07637 11.62110 0.0 -0.2 0.4 0.250
H -2.91613 28.76518 13.80876 -0.1 -0.9 -0.1 -0.454
H -0.78531 24.81193 14.29687 0.1 0.2 0.7 -0.141
H 1.58608 29.32627 11.77430 -0.2 -0.2 -0.3 0.335
H -3.56052 29.19445 11.56574 0.5 -0.9 -0.6 -0.093
H -4.22612 30.23475 8.65291 -0.4 -0.5 0.1 0.396
H -4.90206 30.33525 13.11071 0.2 0.6 -0.4 0.525
H -2.49545 31.31403 16.22144 0.1 0.3 0.2 -0.172
H -3.85662 32.58785 14.79159 0.2 -0.4 0.0 0.242
H -5.52816 27.09588 14.01650 -0.2 0.1 -0.2 0.294
H -0.37551 31.93730 17.96269 0.0 0.3 -0.1 0.265
H -0.83112 24.36519 11.14060 0.2 -0.1 -0.1 0.316
H -3.56550 28.57370 9.14873 -0.1 0.1 -0.6 0.297
H -2.52247 24.88275 14.74675 -0.1 0.6 -0.4 0.318
H -1.56779 28.08382 19.22566 0.2 0.0 0.3 0.311
H -1.35385 29.31747 16.22991 0.0 0.0 0.7 -0.016
H -5.08750 27.42205 15.42765 -0.3 0.1 0.6 0.338
H -0.09246 26.64616 16.84001 0.0 0.1 0.2 0.185
H -1.77939 28.67362 17.84752 0.1 0.2 -0.2 0.342
H -2.94684 35.02349 22.15489 -0.4 0.0 -0.3 0.302
H -4.46548 29.48173 14.28238 -0.1 -0.3 0.0 -0.056
H 1.99165 27.33650 13.67362 -1.1 -0.5 -0.1 0.201
H 1.98272 27.61333 16.71064 0.2 -0.7 0.4 0.366
H -0.80310 34.26530 19.24662 -0.5 -1.5 0.4 0.251

---

23
Properties=species:S:1:pos:R:3:forces:R:3:mulliken_charge:R:1 method="wB97M-V/def2-TZVPD" homo_ev=-10.346 orbital_gap_ev=9.4 multiplicity=1 e_tot_ev=-28951.086 smiles="O=C1c2cccc(COC(F)(F)F)c2C(=O)N1F"
F 1.14947 -3.88477 -0.16871 -0.1 -0.1 -0.4 -0.185
F -3.93458 -0.52425 0.16830 1.3 0.6 0.7 -0.251
F -2.03614 -0.78726 1.28222 -0.8 0.9 -0.6 -0.221
F -3.58669 0.54992 2.06383 0.8 -0.4 -1.5 -0.267
O -2.47646 1.23033 0.27216 -0.3 -1.6 -0.1 -0.341
O 3.22203 -2.30798 0.71766 -0.6 -0.8 -0.6 -0.484
O -0.99246 -2.34243 -0.88020 0.3 0.5 0.1 -0.455
N 1.31201 -2.62374 -0.69459 0.3 1.3 1.4 0.057
C 2.28953 -1.89383 0.09303 0.8 2.0 0.5 0.111
C 0.07133 -1.84554 -0.67139 0.6 0.5 -0.2 0.177
C -0.19847 0.87166 -0.49161 1.1 -0.4 0.0 0.876
C 0.50940 -0.39253 -0.38772 1.6 2.0 0.6 0.552
C -2.97492 0.12884 0.90580 -1.1 0.2 1.2 0.897
C 1.94079 2.07480 0.29377 -0.8 -2.2 -0.5 -0.438
C 1.91401 -0.39057 0.06629 -2.1 -0.1 -1.0 0.087
C -1.70935 0.87570 -0.92706 1.2 0.5 0.3 -0.961
C 2.66605 0.79324 0.40630 -2.5 0.1 -0.6 -0.600
C 0.53371 2.09729 -0.14581 1.3 -1.5 0.2 -0.584
H -2.01111 -0.13002 -1.31077 0.2 0.9 0.3 0.423
H -1.92693 1.68941 -1.67047 0.2 -0.9 0.7 0.420
H 0.03205 3.08779 -0.21626 0.3 -1.0 0.0 0.393
H 3.71712 0.70752 0.75051 -0.9 0.2 -0.3 0.441
H 2.48962 3.01640 0.54470 -0.8 -0.9 -0.3 0.352

---

26
Properties=species:S:1:pos:R:3:forces:R:3:mulliken_charge:R:1 method="wB97M-V/def2-TZVPD" homo_ev="-8.044 / -9.174" orbital_gap_ev="7.3 / 6.1" multiplicity=5 e_above_lowest_ev=0.044 e_tot_ev=-94245.990
Pd -0.36717 -0.76088 0.58378 0.0 -0.1 -0.2 -0.033
S -0.93672 -2.26725 2.37699 -0.1 -0.1 0.0 -0.197
S 5.45175 2.47884 3.50838 0.0 0.0 0.0 -0.193
S -2.79154 -0.38435 0.34426 0.0 -0.1 0.0 -0.198
S 4.26037 0.26969 1.92975 0.0 0.0 0.0 -0.053
S 2.05204 -1.25393 0.70093 0.1 0.0 0.0 -0.201
S 2.52745 2.26918 3.11456 0.0 0.0 0.0 -0.046
S 0.04127 1.07484 2.07468 0.1 0.1 0.0 -0.181
N -5.95558 -1.89193 1.35352 0.0 0.0 0.0 -0.364
N -3.77593 -4.10684 3.74218 0.0 0.0 0.0 -0.366
N -0.05497 -0.08090 -1.66185 0.0 0.0 0.2 -0.028
C 0.37697 0.66694 -4.11959 0.0 0.1 0.0 -0.209
C -3.38994 -1.57131 1.37044 0.0 0.1 0.0 0.680
C -2.60815 -2.36725 2.22876 0.1 0.0 0.0 0.673
C -4.81398 -1.76006 1.36844 0.0 0.0 0.0 -0.168
C 0.93835 2.09181 -4.16317 0.0 0.0 0.0 -1.067
C -3.26487 -3.33332 3.06283 0.0 0.0 0.0 -0.164
C 0.12964 0.23121 -2.74740 0.0 0.0 0.0 -0.047
C 2.55789 0.05673 1.62664 0.0 -0.1 -0.1 0.284
C 1.72356 1.02758 2.19907 -0.1 0.1 0.1 0.274
C 4.16075 1.71856 2.88457 0.0 0.0 0.0 0.125
H -0.56422 0.59904 -4.66598 0.0 0.0 0.0 0.257
H 1.88227 2.15323 -3.62443 0.0 0.0 0.0 0.324
H 0.24057 2.79739 -3.71569 0.0 0.0 0.0 0.325
H 1.06970 -0.04145 -4.57493 0.0 0.0 0.0 0.256
H 1.11050 2.38443 -5.19675 0.0 0.0 0.0 0.320

---

In the order shown, the computed max |F| values come out to 0.1600, 0.0482, 0.0517, 0.0049 hartree/bohr.